This record from the Open Molecules 2025 dataset describes the ion CN3O4S with charge -1. The level of theory is ωB97M-V with the def2-TZVPD basis set.

```
9
Properties=species:S:1:pos:R:3:forces:R:3
S -0.870101 0.195612 0.731070 2.8327 -1.0102 0.3415
O 2.157236 1.316407 -1.086399 0.9245 0.5719 0.3585
C -0.517329 -1.461931 0.014649 -0.3404 1.4591 0.7450
N 0.782432 1.047375 0.550293 -3.5114 -0.1386 4.6891
N -0.297421 -2.524987 -0.353785 -0.1902 -0.8687 0.1125
O 0.533072 -0.060263 -1.259046 -0.0408 -0.4288 -1.8887
O -1.148467 -0.121064 2.122979 0.1921 1.0172 -1.2794
O -1.814341 0.836927 -0.123715 -0.4335 0.0932 0.4016
N 1.174919 0.771924 -0.596045 0.5669 -0.6951 -3.4802
```
Forces are in eV/Å.

strongest force on any atom	5.86	eV Å⁻¹
orbital gap	9.696	eV
total charge	-1
LUMO	3.75	eV
SMILES string	N#C[S@@](=O)([O-])=N[N+](=O)[O-]
spin multiplicity	1

***

This record from the Open Molecules 2025 dataset describes the ion CN3O5 with charge -1. The level of theory is ωB97M-V with the def2-TZVPD basis set.

```
9
Properties=species:S:1:pos:R:3:forces:R:3
O 1.318601 1.881426 0.163457 -0.6560 0.4521 1.3174
O -0.856659 -1.517458 -0.765931 -0.2274 -1.1020 0.7547
N -0.143553 0.360773 0.592906 -2.1701 1.5278 0.0004
N 0.476673 1.486944 1.001182 2.4519 -1.5655 -2.0673
O 0.743606 -1.737096 1.033854 0.0754 -0.4647 -0.1646
C 0.137128 -0.857483 0.527047 0.5920 0.3353 -0.6502
O -0.707591 -0.347305 -2.563297 0.0554 -0.0752 -0.0037
O 0.211930 2.040739 2.037943 -0.5814 0.1809 0.3084
N -1.180134 -1.310539 -2.027162 0.4603 0.7113 0.5048
```
Forces are in eV/Å.

strongest force on any atom	3.57	eV Å⁻¹
orbital gap	9.360	eV
total charge	-1
LUMO	4.06	eV
SMILES string	O=NO/C([O-])=N/[N+](=O)[O-]
spin multiplicity	1

***

This record from the Open Molecules 2025 dataset describes a cluster of 2 separate species, CN4OP in total. The level of theory is ωB97M-V with the def2-TZVPD basis set.

```
7
Properties=species:S:1:pos:R:3:forces:R:3
N -1.012692 0.942176 0.770329 -2.8934 0.5653 -0.6205
N -0.045903 0.239508 0.234613 -0.4990 -1.4116 0.3483
C -2.183613 0.391541 0.232983 3.9538 -1.1311 -0.3183
N -0.559360 -0.768875 -0.469654 0.9696 0.0739 -0.9209
N -1.874172 -0.702802 -0.563412 -0.9524 1.8690 1.7883
O 2.936815 -0.157741 -0.824784 0.4423 -0.0645 -0.2687
P 2.738922 0.056196 0.619923 -1.0209 0.0991 -0.0082
```
Forces are in eV/Å.

strongest force on any atom	4.12	eV Å⁻¹
orbital gap (spin up / spin down)	8.791 / 6.352	eV
total charge	-1
LUMO (spin up / spin down)	3.53 / 2.76	eV
spin multiplicity	1

***

This record from the Open Molecules 2025 dataset describes a cluster of 2 separate species, CNO4S in total. The level of theory is ωB97M-V with the def2-TZVPD basis set.

```
7
Properties=species:S:1:pos:R:3:forces:R:3
O 2.469129 -0.654595 0.758883 -0.6146 1.3359 -1.2548
O 3.015963 1.225878 -0.158890 0.0689 0.6072 -0.4068
O -1.967878 -1.196301 -0.407437 0.3429 -2.0195 -0.7863
C -2.231169 -0.157809 0.091196 3.4764 -1.3091 -2.0985
N 2.284022 0.321024 0.038401 0.2149 -1.8836 1.6480
S -0.582999 1.133635 -0.214196 0.5954 0.2195 0.0117
O -3.018316 0.460823 0.644439 -4.0839 3.0496 2.8866
```
Forces are in eV/Å.

strongest force on any atom	5.86	eV Å⁻¹
orbital gap (spin up / spin down)	6.011 / 7.092	eV
total charge	-1
LUMO (spin up / spin down)	1.51 / 2.87	eV
spin multiplicity	1